(1)
The ion C6H17N5 with charge +2. Source: OMol25; level of theory: ωB97M-V with the def2-TZVPD basis set.

As for the highest occupied orbital energy: -16.537 eV. The SMILES is CC[C@@H](N=[N+]=CCN)[N@@H+](C)N. The value obtained for the HOMO-LUMO gap is 6.945 eV. Its total charge is +2.

Last column: Mulliken charge in e.
Atoms and positions in Å:
C: 0.2509 0.7596 0.8769  0.05
C: -1.2570 -1.6228 -1.3289  -0.24
C: -1.8233 1.8333 1.9508  -1.13
C: 2.6630 1.8804 0.5519  -0.75
C: -0.6452 2.0061 0.9204  -0.44
C: -0.7608 -3.0945 -1.1347  -0.39
N: -0.4569 -0.2739 0.3647  -0.09
N: -0.8707 -0.6316 -0.6902  0.22
N: -1.6846 -3.8759 -1.7798  -0.46
N: 1.8919 -0.1559 -0.6646  -0.62
N: 1.5599 1.1042 -0.0699  0.13
H: 0.4297 0.3730 1.9170  0.26
H: -1.9821 -1.5679 -2.1096  0.47
H: -2.6176 2.5488 1.5378  0.35
H: -1.4586 2.2106 2.8777  0.36
H: -2.3188 0.8154 1.9670  0.36
H: 3.1250 1.4230 1.4311  0.39
H: 3.4903 2.1789 -0.2489  0.34
H: 2.1747 2.7603 0.9223  0.30
H: -0.0018 2.9704 1.0342  0.30
H: -1.0364 1.9787 -0.1142  0.43
H: 0.3132 -3.1402 -1.4543  0.31
H: -0.6262 -3.3118 0.0186  0.34
H: -2.4606 -4.1106 -1.1637  0.26
H: -1.8456 -3.9959 -2.7879  0.26
H: 2.8333 -0.4389 -0.2763  0.30
H: 1.9404 -0.2088 -1.6085  0.21
H: 1.1737 1.5860 -0.9391  0.47

(2)
A cluster of 2 separate species, C6H17NO in total. Source: OMol25; level of theory: ωB97M-V with the def2-TZVPD basis set.

As for the highest occupied orbital energy (spin up / spin down): 1.294 / -5.675 eV. As for the spin multiplicity: 2. The value obtained for the HOMO-LUMO gap (spin up / spin down) is 2.560 / 9.423 eV. Its total charge is -1.

Last column: Mulliken spin population.
Atoms and positions in Å:
C: 0.6454 0.9416 -1.8226  0.38
C: 1.2199 2.0459 -0.8298  1.78
C: 0.9255 -0.4493 -1.2488  0.57
N: 0.4469 -0.6818 0.1210  -1.32
C: -0.9405 -1.1709 0.1977  0.75
C: -1.8283 -0.5656 1.2933  0.05
C: -1.8143 0.9816 1.3333  2.21
H: -0.4291 1.0606 -1.8494  -0.41
H: 1.2564 1.2136 -2.6797  -0.34
H: 2.1168 1.6799 -0.3531  -0.13
H: 1.3422 2.9555 -1.4256  -1.16
H: 0.4702 2.3897 -0.1084  0.18
H: 2.0061 -0.6082 -1.2373  -0.09
H: 0.4199 -1.1797 -1.8903  0.07
H: 0.5518 0.1767 0.6334  0.14
H: -0.9357 -2.2583 0.3427  0.15
H: -1.4639 -0.9547 -0.7426  -0.15
H: -2.8506 -0.8252 0.9987  -0.03
H: -1.5899 -0.8924 2.3030  -0.31
H: -2.7916 1.4172 1.2645  -1.26
H: -1.3968 1.4104 0.4189  -0.22
H: -1.3853 1.4036 2.2345  0.07
H: 1.7747 -2.3069 1.6607  0.01
H: 1.9525 -2.8590 0.2471  0.00
O: 2.2978 -2.9243 1.1386  0.08

(3)
A cluster of 2 separate species, C6H17NO in total. Source: OMol25; level of theory: ωB97M-V with the def2-TZVPD basis set.

As for the highest occupied orbital energy: -8.803 eV. The SMILES is CNCCC(C)C.O. The value obtained for the HOMO-LUMO gap is 9.763 eV. Its total charge is 0.

Last column: Mulliken charge in e.
Atoms and positions in Å:
C: -0.4058 -1.0188 -0.3639  -1.47
C: 1.0782 -0.9951 -0.8587  0.81
C: 1.7652 -2.2899 -0.3243  -1.65
C: 2.0702 0.0817 -0.3816  -1.15
C: -0.8914 0.3404 -0.2995  -0.34
N: -0.6723 0.9870 1.0194  -0.26
C: -0.1685 2.3067 0.8962  -1.04
H: -0.4067 -1.6588 0.5349  0.50
H: -0.9774 -1.7884 -0.8941  0.37
H: 1.1698 -1.2048 -1.9409  0.17
H: 2.7736 -2.4593 -0.8616  0.34
H: 1.3608 -3.2346 -0.5174  0.42
H: 1.8893 -2.2220 0.7981  0.38
H: 1.5580 1.1144 -0.6366  0.13
H: 2.9592 -0.0066 -1.0325  0.46
H: 2.3238 -0.0641 0.6358  0.35
H: -0.3876 0.8546 -1.1726  0.24
H: -2.0173 0.6520 -0.5078  0.38
H: -0.1557 0.2956 1.5334  0.29
H: 0.6448 2.4243 1.5182  0.41
H: -0.9742 3.0121 1.0815  0.28
H: 0.1968 2.6188 -0.0794  0.36
H: -4.8047 0.2127 0.8427  0.32
H: -3.5000 1.0534 0.6089  0.39
O: -4.4281 0.9887 0.4016  -0.66

(4)
A cluster of 2 separate species, C6H17NO in total. Source: OMol25; level of theory: ωB97M-V with the def2-TZVPD basis set.

As for the highest occupied orbital energy: -8.678 eV. The SMILES is CCC[C@H](C)NC.O. The value obtained for the HOMO-LUMO gap is 9.729 eV. Its total charge is 0.

Last column: Mulliken charge in e.
Atoms and positions in Å:
C: -0.3947 2.3899 0.0515  -0.96
N: 0.5411 1.3028 -0.0992  -0.13
C: 0.4367 0.3868 -1.2505  0.15
C: 0.3617 -1.0525 -0.6532  -0.73
C: -0.9930 -1.3236 0.0045  -0.25
C: -0.9448 -2.2293 1.2119  -1.25
C: 1.6259 0.4880 -2.2393  -1.55
H: -0.1451 3.3993 -0.3094  0.30
H: -0.6836 2.5122 1.1002  0.27
H: -1.3353 2.1092 -0.4336  0.33
H: 1.5130 1.5484 -0.0273  0.25
H: -0.4272 0.5307 -1.9109  0.25
H: 0.7511 -1.7767 -1.3756  0.47
H: 1.1725 -1.0219 0.0931  0.26
H: -1.2738 -0.3270 0.3661  0.16
H: -1.6789 -1.6204 -0.7794  0.39
H: -0.7146 -1.6991 2.1319  0.15
H: -0.2746 -3.0866 1.1930  0.33
H: -1.9823 -2.4775 1.4900  0.36
H: 2.5944 0.5040 -1.7446  0.41
H: 1.4399 1.2962 -2.9409  0.36
H: 1.5513 -0.4325 -2.8134  0.40
H: 0.0925 0.1852 2.3652  0.36
H: -0.9546 -0.1174 3.3930  0.34
O: -0.2776 0.5119 3.1768  -0.67

(5)
A cluster of 2 separate species, C6H17NO in total. Source: OMol25; level of theory: ωB97M-V with the def2-TZVPD basis set.

As for the highest occupied orbital energy: -8.286 eV. The SMILES is CCCN(C)CC.O. The value obtained for the HOMO-LUMO gap is 9.122 eV. Its total charge is 0.

Last column: Mulliken charge in e.
Atoms and positions in Å:
C: -0.8065 -0.9512 -0.5824  -0.20
C: -2.0322 -0.6470 -1.4628  -1.22
C: 0.4772 -0.1817 -1.0515  -1.13
N: 0.9870 0.8931 -0.2036  0.08
C: 0.1452 2.0750 -0.1207  -0.66
C: -1.1102 2.0824 0.7644  -0.96
C: 1.4418 0.4655 1.1067  -1.01
H: -0.5488 -2.0066 -0.6957  0.43
H: -0.9672 -0.7564 0.4718  0.37
H: -1.7740 -0.0134 -2.3150  0.27
H: -2.7968 -0.0898 -0.9087  0.28
H: -2.5228 -1.5594 -1.7881  0.35
H: 0.2416 0.2843 -2.0053  0.45
H: 1.3109 -0.8775 -1.1495  0.40
H: 0.7838 2.9277 0.1468  0.39
H: -0.1742 2.3026 -1.1448  0.35
H: -1.7667 1.2468 0.5571  0.18
H: -1.6470 3.0061 0.5121  0.39
H: -0.8783 2.2013 1.8273  0.28
H: 0.6248 0.2408 1.8059  0.34
H: 2.1073 -0.3897 1.0029  0.34
H: 2.0058 1.2918 1.5523  0.31
H: 1.4110 -2.3997 0.7598  0.31
H: 0.9875 -3.1167 2.0637  0.33
O: 0.9930 -3.1941 1.1091  -0.66

(6)
A cluster of 2 separate species, C6H17NO in total. Source: OMol25; level of theory: ωB97M-V with the def2-TZVPD basis set.

As for the highest occupied orbital energy: -8.057 eV. The SMILES is CCCN(C)CC.O. The value obtained for the HOMO-LUMO gap is 8.764 eV. Its total charge is 0.

Last column: Mulliken charge in e.
Atoms and positions in Å:
C: -0.3631 0.8172 1.5284  0.02
C: 0.8239 1.7332 1.2921  -1.28
C: -1.4870 0.8652 0.4690  -1.06
N: -1.4540 -0.0100 -0.7018  0.06
C: -0.4714 0.4379 -1.7140  -0.57
C: 0.8924 -0.2652 -1.7251  -1.00
C: -1.4188 -1.4168 -0.3431  -1.16
H: -0.8167 1.0077 2.4987  0.37
H: -0.0901 -0.2181 1.5238  0.09
H: 0.4749 2.7333 1.4160  0.40
H: 1.2408 1.6452 0.2999  0.22
H: 1.6018 1.6244 2.0328  0.36
H: -1.6168 1.8877 0.0957  0.47
H: -2.4177 0.6669 1.0051  0.38
H: -1.0089 0.3084 -2.6575  0.41
H: -0.2569 1.5008 -1.6574  0.36
H: 1.7015 0.1933 -1.1565  0.27
H: 1.1882 -0.4178 -2.7454  0.34
H: 0.8492 -1.2554 -1.2734  0.27
H: -0.6080 -1.7471 0.3257  0.36
H: -2.3852 -1.6522 0.0915  0.29
H: -1.0923 -2.0007 -1.1914  0.45
H: 2.6583 -2.6966 1.2263  0.30
H: 2.0790 -1.3972 0.7206  0.28
O: 1.9767 -2.3440 0.6400  -0.61

Energy relative to the best compared isomer or geometry (same formula, charge and spin) in eV, matching the order above: 7.050; 0.906; 2.393; 1.030; 1.000; 1.263
Max |F| in eV Å⁻¹, matching the order above: 6.00; 2.97; 5.17; 1.61; 1.31; 1.67